A cluster of 2 separate species, C3H4N in total. Source: the Open Molecules 2025 dataset; level of theory: the ωB97M-V functional and the def2-TZVPD basis.

Each line ends with the natural charge from an NBO analysis.
Atoms and positions in Å:
C -1.6420 -1.2022 0.7977  0.34
C 1.2597 0.5431 -0.8167  -0.45
C 0.4365 0.9831 0.0482  0.26
N -0.6760 -0.5834 0.7746  -0.33
H -2.4705 -1.7688 0.8268  0.26
H 2.1829 0.8570 -1.2375  0.32
H 1.0703 -0.5709 -0.9504  0.32
H -0.1610 1.7422 0.5573  0.28

## Properties
HOMO-LUMO gap   11.05 eV
E_LUMO   -6.2 eV
Electronic energy   -171.04215 a.u.
Total charge   +1
Relative energy (zero: lowest compared OMol25 entry of this formula, charge and spin)   1.685 eV